No. 1
Here is a structure of composition C24H44GdN4O9 from the Open Molecules 2025 dataset. Energies are from ωB97M-V/def2-TZVPD.

Geometry as XYZ:
```
82
Properties=species:S:1:pos:R:3:forces:R:3
Gd -1.10464 1.78620 -0.44308 -0.3 0.4 0.5
C -3.46282 -2.65929 -0.40632 1.8 -1.0 0.8
C -2.24774 -1.73149 -0.56565 -0.3 0.6 0.6
C -0.88554 -2.37335 -0.29216 0.5 -0.3 0.5
C -0.04921 -2.75564 -1.54622 0.8 -1.1 -0.6
C 0.76547 -4.08343 -1.33425 -0.4 1.2 0.5
C -0.92467 -2.94822 -2.80559 0.7 1.3 0.2
N 0.93835 -1.57738 -1.86466 -1.2 0.1 -0.7
C 2.39794 -1.61835 -1.78361 1.1 -0.2 0.4
C 2.95650 -1.56742 -0.36633 1.7 -0.1 0.1
N 2.67853 -0.38562 0.36496 -0.6 0.5 1.2
C 3.27908 0.84158 -0.11401 -0.5 -1.1 0.0
C 2.26968 1.78468 -0.79078 1.5 -0.9 0.7
O 2.67419 2.81669 -1.27579 -0.2 0.9 -0.6
O 1.06694 1.39138 -0.65721 -0.6 -0.1 -0.4
C 2.32676 -0.44158 1.82833 1.1 -0.2 0.1
C 2.77750 -1.73551 2.52401 -0.5 -0.5 -0.4
C 0.83370 -0.27669 2.03705 -1.1 -0.2 0.0
C 0.30274 0.97019 2.77481 0.6 0.0 1.5
C 0.14290 0.71941 4.32700 -1.1 -0.3 -1.1
C 1.25396 2.18172 2.60957 -1.3 0.6 -0.6
N -1.02832 1.37814 2.17227 0.8 0.4 0.2
C -2.21468 0.56187 2.53363 -0.7 1.2 -0.6
C -2.39968 -0.67337 1.66796 1.0 -0.5 0.0
N -2.43660 -0.45364 0.18309 0.6 0.3 1.8
C -3.69853 0.09346 -0.27242 -0.8 1.0 -0.5
C -4.09203 1.47494 0.25031 -0.8 -0.9 2.6
O -3.17184 2.38041 0.12709 0.1 0.5 -0.5
O -5.13218 1.53714 0.91180 1.2 0.6 -1.3
H -3.17150 -3.67264 -0.65747 0.2 -0.3 0.0
H -4.25443 -2.44851 -1.05702 -1.2 0.6 -0.8
H -3.79546 -2.70421 0.62698 -0.2 0.1 0.1
H -2.26885 -1.34882 -1.54668 0.2 0.1 -1.4
H -1.09550 -3.29038 0.30633 0.6 0.5 -0.3
H -0.23080 -1.69211 0.31393 -0.8 -0.9 -0.4
H 0.11944 -4.93250 -1.33762 -0.9 -0.4 -0.3
H 1.26594 -4.18527 -0.38091 0.3 0.5 0.4
H 1.49006 -4.24665 -2.10566 0.4 0.0 -0.6
H -1.82838 -3.42672 -2.49071 -0.5 -0.5 -0.2
H -0.40151 -3.49134 -3.57990 0.1 -0.4 0.0
H -1.18121 -1.98030 -3.26862 -0.1 -0.3 0.3
H 0.70576 -0.85504 -1.20417 -0.2 0.8 0.5
H 0.67350 -1.12126 -2.79125 0.1 -0.6 0.6
H 2.77591 -0.72337 -2.28761 -0.3 -0.1 -0.2
H 2.83088 -2.46732 -2.29773 -0.2 -0.2 -0.2
H 4.07754 -1.67543 -0.49299 -0.7 -0.1 -0.1
H 2.67869 -2.39430 0.25554 -0.4 -0.7 -0.1
H 4.16276 0.58228 -0.69721 0.0 0.4 -0.4
H 3.63243 1.37975 0.73681 0.4 0.6 0.6
H 2.90062 0.37337 2.33535 -0.5 -0.5 -0.6
H 2.01273 -2.54590 2.51949 0.5 0.4 -0.5
H 2.97100 -1.62063 3.57364 0.1 0.5 0.6
H 3.69011 -2.07156 2.06881 0.5 -0.4 0.0
H 0.42768 -1.22646 2.49173 0.2 1.1 -0.4
H 0.46706 -0.20471 1.01040 -0.2 0.0 0.3
H 1.03092 0.83238 4.94972 0.0 0.3 -0.3
H -0.24685 -0.28375 4.49601 0.1 -0.2 0.0
H -0.69474 1.35910 4.63364 0.6 0.3 0.5
H 2.17221 2.11156 3.20878 -0.3 -0.1 -0.4
H 0.69563 3.09570 2.96668 0.7 -0.8 -0.3
H 1.41613 2.29903 1.51126 0.4 0.2 1.0
H -1.17343 2.34316 2.52120 -0.2 -0.7 -0.2
H -3.09822 1.20442 2.30505 0.7 -0.3 0.6
H -2.24907 0.34323 3.61965 0.0 -0.2 -0.7
H -3.25433 -1.17535 2.08760 -0.9 -0.2 -0.3
H -1.59429 -1.38988 1.83497 0.1 0.2 0.1
H -4.54024 -0.55506 -0.01299 0.1 0.1 -0.6
H -3.53218 0.33135 -1.33089 -0.6 -0.9 -0.4
O 0.85366 5.84887 -0.51024 -0.5 -0.2 -0.1
C 0.30794 4.66055 -0.76836 1.6 1.3 0.5
O 0.04932 3.92415 0.17093 -1.1 -0.6 -1.0
C 0.28378 4.42569 -2.26554 0.5 -1.1 -0.2
O -0.42122 3.19974 -2.50742 0.3 0.1 0.1
C -0.04882 2.41042 -3.64570 -0.3 -0.7 -0.7
C -0.17473 0.88444 -3.30525 -1.6 3.3 1.0
O 0.36594 0.09896 -4.01637 1.4 -2.0 -1.3
O -0.92509 0.60644 -2.29744 -0.4 -0.5 -0.1
H 0.84277 5.97056 0.45927 0.2 0.0 -0.3
H 1.35455 4.39219 -2.58657 -0.7 -0.4 0.4
H -0.14142 5.23932 -2.83007 -0.5 0.4 0.1
H 0.97421 2.56058 -4.00634 0.0 0.3 0.5
H -0.72269 2.61538 -4.51880 0.4 -0.1 0.8
```
Positions in Å, forces in eV/Å.

Properties
strongest force on any atom: 3.76 eV/A
lowest unoccupied orbital energy (spin up / spin down): -4.08 / -1.89 eV
E_HOMO (spin up / spin down): -0.406 / -0.407 hartree
charge: +1
molar mass: 689.89 u
Kohn-Sham gap (spin up / spin down): 0.2563 / 0.3372 Eh
2S+1: 8

Atom charges from the Mulliken analysis, given in e for atoms 1 to 4: -0.187, -2.177, -0.666, -0.493



No. 2
Here is a structure of composition C27H50AsN2O3SSiZn from the Open Molecules 2025 dataset. Energies are from ωB97M-V/def2-TZVPD.

Geometry as XYZ:
```
86
Properties=species:S:1:pos:R:3:forces:R:3
Zn 11.09881 7.99369 12.34174 1.6 0.0 1.0
C 9.28151 10.16344 15.48932 0.0 -0.3 0.3
C 10.32954 9.11898 15.82470 -0.1 -1.1 -1.3
C 9.73315 7.70453 15.99144 -0.1 -0.7 -1.8
C 11.07523 9.48412 17.06999 2.7 -0.2 -0.9
O 11.24588 9.16981 14.67947 -1.3 -0.2 -0.4
Si 12.81563 8.74644 14.64918 1.3 0.5 -1.4
S 13.23728 8.33215 12.51706 0.0 0.4 1.0
O 13.73704 9.86810 15.34093 1.3 1.4 -0.4
C 14.67820 11.03497 15.03080 -1.8 -0.6 0.3
C 14.79294 11.82577 16.35675 1.5 -0.9 -1.5
C 14.06566 11.90065 13.89602 -0.1 1.3 0.6
C 15.99997 10.45732 14.59696 1.5 1.0 0.0
O 12.87901 7.41684 15.49695 0.2 -2.3 0.9
C 13.71969 6.16833 15.57687 -0.8 2.9 -1.3
C 15.14742 6.62154 15.24708 -0.8 -1.6 1.3
C 13.52990 5.69198 16.98858 0.4 -1.3 0.1
C 13.19772 5.18718 14.51839 -0.3 -0.5 1.3
H 8.54316 10.05698 16.30784 -0.2 0.5 -0.9
H 8.90008 10.15231 14.43470 0.0 -0.5 1.1
H 9.80805 11.09680 15.58508 -0.1 0.7 0.1
H 8.82737 7.69414 16.59271 0.3 0.1 0.6
H 10.49023 6.97421 16.29849 -0.2 0.4 0.4
H 9.35345 7.25176 15.02893 0.4 0.8 0.4
H 10.37530 9.65021 17.81510 -1.2 0.7 1.7
H 11.68467 10.40326 16.81144 -0.6 -1.0 0.8
H 11.75714 8.64624 17.43896 -0.8 1.2 -0.7
H 13.80597 12.11121 16.69682 0.1 0.1 0.3
H 15.40445 12.69867 16.00038 -0.5 -0.5 1.1
H 15.38688 11.16002 17.05799 -0.9 1.1 -0.5
H 13.17849 12.48765 14.20858 0.4 -0.4 0.3
H 13.74228 11.39243 13.00601 0.1 -0.9 -0.2
H 14.77598 12.67621 13.53628 -0.1 -0.5 0.4
H 16.28042 9.55483 15.15129 -0.2 0.3 0.0
H 16.86497 11.23976 14.72999 -1.7 -1.4 -0.4
H 15.87954 10.21762 13.54325 0.5 -0.2 -0.1
H 15.42880 7.28138 16.06231 0.3 0.7 -0.6
H 15.30644 6.88166 14.20700 -0.1 0.6 0.1
H 15.69929 5.72180 15.43463 0.9 -0.6 -0.1
H 13.83247 6.36840 17.78999 -0.2 0.4 -0.4
H 14.16435 4.79058 17.14007 -0.6 0.3 -0.1
H 12.47117 5.41952 17.07255 0.2 0.0 0.4
H 13.53447 5.50914 13.53396 0.0 -0.2 0.0
H 12.05962 5.08804 14.52584 1.5 0.0 0.2
H 13.69948 4.25041 14.87869 -0.7 0.3 -1.0
N 10.11332 6.29113 11.75687 -0.6 -1.7 1.2
C 8.83581 6.58895 11.15940 -0.4 -1.3 0.4
C 7.90121 5.64159 10.74131 1.8 2.0 0.5
C 6.71848 6.08674 10.21048 -2.0 1.6 0.5
C 6.41467 7.44879 10.20442 0.3 -1.6 -0.3
C 7.35286 8.40826 10.57382 1.3 -0.3 0.4
C 7.23543 9.77206 10.34305 0.0 1.8 0.2
C 8.25995 10.65363 10.75126 -1.2 -0.9 -1.4
C 9.42141 10.10205 11.27040 -1.7 -3.1 1.8
N 9.56885 8.76651 11.59453 -2.5 3.5 -2.4
C 8.57347 7.94278 11.15170 -0.1 0.8 -0.8
H 10.75324 5.87235 11.11878 0.5 -0.4 -0.9
H 9.98632 5.57565 12.48463 0.1 0.3 -0.2
H 8.12428 4.63516 10.89160 0.2 -1.6 -0.1
H 5.89266 5.42272 10.00486 0.2 -0.3 -0.3
H 5.42652 7.73018 9.94061 -0.6 0.4 -0.5
H 6.31622 10.11599 9.82726 0.7 0.0 0.5
H 8.17461 11.73106 10.58652 0.1 -0.5 0.1
H 10.09337 10.68419 11.77987 2.0 1.6 0.5
C 14.65946 10.84500 7.19215 -1.6 1.8 1.2
C 14.52889 9.50620 6.54773 1.0 -1.7 0.1
As 13.35611 8.35204 7.78458 -0.8 0.7 -0.8
C 13.23334 6.61937 6.86325 1.5 -0.6 0.3
C 14.67073 6.14338 6.52890 -1.6 -1.1 -1.4
C 11.51028 8.74330 7.02524 0.8 0.6 0.1
C 10.98325 10.15587 7.09252 1.1 0.6 0.8
H 13.61595 11.17638 7.47015 1.0 0.0 -0.2
H 15.10245 11.72910 6.70323 -0.1 -0.8 -0.6
H 15.19632 10.81544 8.13582 0.0 -0.4 0.2
H 15.52020 9.00049 6.49870 -0.6 0.2 0.2
H 14.21527 9.51571 5.51327 -0.6 0.1 -0.2
H 12.59520 6.69567 5.98927 0.2 0.0 -0.2
H 12.78998 5.86662 7.52401 -0.2 0.3 0.1
H 15.20443 5.75000 7.35914 0.2 -0.5 0.8
H 15.24485 6.93587 6.15701 0.9 1.2 -0.6
H 14.64827 5.40154 5.69588 0.1 0.2 0.8
H 10.87238 8.09422 7.58971 -0.4 -0.7 0.2
H 11.54906 8.43688 5.98698 -0.1 -0.3 -0.1
H 11.27930 10.61498 8.04533 -0.1 0.0 0.0
H 9.90286 10.22370 7.07608 -0.2 0.1 -0.6
H 11.49854 10.74459 6.32576 -0.6 0.1 0.0
```
Positions in Å, forces in eV/Å.

Properties
strongest force on any atom: 4.96 eV/A
lowest unoccupied orbital energy: -4.25 eV
E_HOMO: -0.386 hartree
charge: +1
molar mass: 651.17 u
ΔE to the lowest compared entry with this formula, charge and spin: 24.22 kcal/mol
Kohn-Sham gap: 0.2302 Eh
2S+1: 1

Atom charges from the Mulliken analysis, given in e for atoms 1 to 4: -0.569, -1.550, 1.621, -1.081



No. 3
Here is the molecule C5H5N from the Open Molecules 2025 dataset. Energies are from ωB97M-V/def2-TZVPD.

Geometry as XYZ:
```
11
Properties=species:S:1:pos:R:3:forces:R:3
C 2.77454 -0.92685 1.42902 1.3 -0.1 -0.2
C -0.05312 1.11057 0.22527 2.4 -4.1 -4.1
C 0.73918 -0.28384 0.29879 -1.1 -0.4 -1.0
C 1.66011 -1.24591 0.62843 -2.2 3.7 0.3
C -0.59650 -0.22583 -0.34750 1.6 1.6 -0.3
N 3.79402 -0.81649 1.94773 0.0 0.2 0.4
H 0.09087 1.82142 -0.59750 0.6 -0.1 0.9
H 1.49757 -2.27144 0.49638 -0.5 -1.2 -0.6
H -0.65029 -0.12050 -1.40818 0.6 -0.2 -0.9
H -0.34975 1.38990 1.12067 -1.5 1.7 4.0
H -1.51749 -0.63533 -0.10722 -1.3 -1.1 1.5
```
Positions in Å, forces in eV/Å.

Properties
strongest force on any atom: 6.28 eV/A
lowest unoccupied orbital energy: 0.40 eV
E_HOMO: -0.367 hartree
molar mass: 79.10 u
SMILES string: N#CC=C1CC1
ΔE to the lowest compared entry with this formula, charge and spin: 72.56 kcal/mol
Kohn-Sham gap: 0.3815 Eh
2S+1: 1

Atom charges from the Mulliken analysis, given in e for atoms 1 to 4: 0.344, -0.431, 0.131, -0.386



No. 4
Here is the molecule C5H6O from the Open Molecules 2025 dataset. Energies are from ωB97M-V/def2-TZVPD.

Geometry as XYZ:
```
12
Properties=species:S:1:pos:R:3:forces:R:3
C 2.47414 -0.40778 0.27450 0.1 0.0 0.0
C 1.08659 0.05496 0.29003 -0.5 0.2 0.0
C -0.06114 0.42289 0.30254 0.5 -0.2 0.0
C -1.49101 0.72605 0.21241 0.0 0.0 0.1
C -2.14307 -0.28284 -0.72309 -0.3 -0.1 0.1
O -3.15574 -0.88226 -0.46809 0.4 0.3 -0.1
H 2.91012 -0.37623 1.27763 -0.1 0.0 -0.1
H 3.08914 0.21192 -0.38540 -0.1 -0.1 0.1
H 2.52592 -1.44090 -0.08433 0.0 0.2 0.1
H -1.64565 1.73192 -0.20358 0.0 -0.2 0.0
H -1.99348 0.68119 1.18350 0.1 0.0 -0.1
H -1.59581 -0.43890 -1.67613 -0.1 0.0 0.1
```
Positions in Å, forces in eV/Å.

Properties
strongest force on any atom: 0.55 eV/A
lowest unoccupied orbital energy: 0.89 eV
E_HOMO: -0.353 hartree
molar mass: 82.10 u
SMILES string: CC#CCC=O
ΔE to the lowest compared entry with this formula, charge and spin: 37.90 kcal/mol
Kohn-Sham gap: 0.3858 Eh
2S+1: 1

Atom charges from the Mulliken analysis, given in e for atoms 1 to 4: -1.214, 0.851, -0.398, -0.525